1.
A 2-piece molecular cluster, C4H12 overall, computed with ωB97M-V with the def2-TZVPD basis set.

Results
max |F|: 6.1 eV Å⁻¹
total charge: -1
multiplicity: 2
relative energy (zero: lowest compared OMol25 entry of this formula, charge and spin): 184.6 kJ/mol
LUMO level (spin up / spin down): 4.2 / 4.4 eV
HOMO-LUMO gap (spin up / spin down): 2.698 / 11.613 eV
HOMO (spin up / spin down): 1.5154 / -7.1695 eV
E: -159.45985 Eh

Each line ends with the Mulliken spin population.
Geometry (Å):
C1 -1.245 0.602 -2.052  1.724
C2 0.113 1.124 -1.582  -0.357
H1 -1.473 -0.305 -1.804  -0.078
H2 -1.909 1.163 -1.452  -0.031
H3 -1.231 0.783 -3.086  -1.042
H4 0.243 2.220 -1.204  -0.337
H5 0.892 1.133 -2.396  -0.260
H6 0.393 0.620 -0.659  0.670
C3 0.947 -0.560 2.340  0.861
C4 0.155 -1.332 1.349  0.894
H7 1.377 0.323 1.755  -0.001
H8 0.198 -0.400 3.020  -0.185
H9 1.871 -0.965 2.721  -0.235
H10 -0.396 -0.644 0.593  0.830
H11 0.762 -1.784 0.687  -0.375
H12 -0.696 -1.975 1.770  -1.079

Cartesian forces (eV/Å) of the 6 atoms listed first:
C 2.5 5.6 0.1
C 1.7 1.6 0.5
H -0.6 -5.7 1.1
H -1.5 1.0 -0.1
H -1.0 0.2 -1.4
H -1.2 -1.4 -0.9

***

2.
A 4-piece molecular cluster, C3H12O4 overall, computed with ωB97M-V with the def2-TZVPD basis set.

Results
max |F|: 4.1 eV Å⁻¹
relative energy (zero: lowest compared OMol25 entry of this formula, charge and spin): 236.3 kJ/mol
LUMO level: 0.7 eV
HOMO-LUMO gap: 9.289 eV
HOMO: -8.6166 eV
E: -422.37148 Eh

Each line ends with the natural charge from an NBO analysis.
Geometry (Å):
C1 1.704 -1.757 -1.106  -0.668
C2 1.090 -0.809 -0.127  -0.335
C3 0.842 0.401 -0.666  0.143
O1 0.335 1.282 0.164  -0.697
H1 2.059 -2.690 -0.630  0.219
H2 1.016 -2.240 -1.955  0.224
H3 2.438 -1.376 -1.820  0.221
H4 0.811 -0.922 0.914  0.210
H5 1.042 0.830 -1.705  0.194
H6 0.601 1.141 1.093  0.486
H7 -1.146 -1.378 -2.257  0.478
H8 -1.180 -0.904 -3.741  0.473
O2 -1.189 -1.608 -3.145  -0.948
H9 -4.874 -1.809 3.555  0.461
H10 -5.480 -0.452 3.506  0.466
O3 -4.632 -0.947 3.333  -0.927
H11 2.406 2.580 0.631  0.468
H12 3.424 3.179 1.545  0.458
O4 2.620 3.401 1.180  -0.928

Cartesian forces (eV/Å) of the 6 atoms listed first:
C -1.0 -3.5 -1.7
C 0.4 1.2 -3.4
C 0.8 -1.5 0.2
O -1.0 3.6 1.6
H 0.4 0.6 -0.2
H 0.4 1.1 2.1

***

3.
C32H54BaN5O6P2SSi3 as an isolated structure, computed with ωB97M-V with the def2-TZVPD basis set.

Results
max |F|: 4.2 eV Å⁻¹
total charge: -1
relative energy (zero: lowest compared OMol25 entry of this formula, charge and spin): 132.6 kJ/mol
LUMO level: 1.8 eV
HOMO-LUMO gap: 4.966 eV
HOMO: -3.1411 eV
E: -3952.27492 Eh

Each line ends with the Löwdin charge.
Geometry (Å):
Ba1 0.060 0.301 -0.598  1.793
N1 3.850 1.738 -2.498  0.147
C1 2.874 0.851 -3.265  -0.474
C2 3.507 0.514 -4.611  -0.087
P1 2.751 -0.639 -2.177  0.252
O1 1.349 -1.203 -2.746  -0.254
O2 3.909 -1.532 -2.368  -0.283
O3 2.451 -0.014 -0.823  -0.597
P2 1.365 1.992 -3.469  0.331
O4 0.856 1.691 -4.944  -0.119
O5 1.989 3.337 -3.368  -0.307
O6 0.281 1.554 -2.500  -0.663
H1 4.801 1.526 -2.791  0.152
H2 3.754 1.553 -1.486  0.135
H3 3.578 2.730 -2.713  0.121
H4 4.433 -0.041 -4.447  0.077
H5 3.681 1.409 -5.212  0.086
H6 2.824 -0.129 -5.163  0.085
H7 1.190 -2.148 -2.578  0.024
H8 0.079 1.109 -4.973  0.054
C3 -1.441 -4.715 0.326  -0.185
Si1 -0.865 -4.062 -1.356  0.341
C4 1.004 -3.829 -1.030  -0.202
C5 -0.980 -5.649 -2.385  -0.189
C6 -1.706 -2.601 -1.992  -0.487
Si2 -1.715 -2.308 -3.774  0.344
C7 -1.840 -0.499 -4.335  -0.177
C8 -0.156 -2.859 -4.724  -0.180
C9 -3.124 -3.142 -4.726  -0.194
Si3 -3.245 -2.220 -1.165  0.380
C10 -4.046 -0.604 -1.715  -0.173
C11 -4.652 -3.487 -1.309  -0.182
C12 -3.074 -1.974 0.724  -0.301
C13 -4.111 -2.342 1.590  -0.077
C14 -4.008 -2.110 2.948  -0.080
C15 -2.873 -1.479 3.419  -0.067
C16 -1.904 -1.114 2.500  -0.181
N2 -1.971 -1.360 1.194  0.033
H9 -0.891 -5.648 0.481  0.025
H10 -2.506 -4.945 0.382  0.018
H11 -1.210 -4.043 1.153  0.008
H12 1.288 -4.566 -0.272  0.019
H13 1.294 -2.856 -0.620  -0.020
H14 1.661 -4.029 -1.886  0.038
H15 -0.422 -6.455 -1.901  0.021
H16 -0.622 -5.575 -3.411  0.008
H17 -2.030 -5.951 -2.428  0.026
H18 -1.238 0.177 -3.723  -0.007
H19 -2.860 -0.110 -4.320  0.024
H20 -1.493 -0.451 -5.374  0.032
H21 0.584 -2.062 -4.781  0.007
H22 -0.484 -3.082 -5.744  0.026
H23 0.361 -3.744 -4.354  0.013
H24 -4.109 -2.788 -4.415  0.014
H25 -3.102 -4.224 -4.570  0.022
H26 -3.027 -2.946 -5.798  0.019
H27 -4.496 -0.677 -2.707  0.021
H28 -3.357 0.243 -1.718  0.021
H29 -4.842 -0.370 -1.002  0.032
H30 -4.680 -3.879 -2.327  0.013
H31 -5.626 -3.035 -1.100  0.024
H32 -4.536 -4.340 -0.637  0.016
H33 -4.990 -2.824 1.187  0.087
H34 -4.803 -2.407 3.623  0.099
H35 -2.731 -1.249 4.467  0.096
H36 -1.033 -0.572 2.833  0.075
N3 1.758 -0.625 4.388  0.117
C17 1.904 -1.958 4.816  -0.240
C18 2.117 -2.237 6.154  -0.034
C19 2.243 -3.555 6.580  -0.100
C20 2.148 -4.587 5.663  -0.099
C21 1.938 -4.296 4.319  -0.102
C22 1.822 -2.984 3.883  -0.453
S1 1.592 -2.681 2.172  1.022
N4 1.383 -0.981 2.059  -0.230
C23 1.496 -0.247 3.087  -0.379
C24 1.312 1.251 2.911  -0.213
C25 0.991 2.084 3.975  -0.015
C26 0.923 3.453 3.741  -0.057
C27 1.151 3.919 2.464  -0.065
C28 1.400 2.996 1.454  -0.135
N5 1.488 1.694 1.668  0.064
H37 1.980 0.098 5.044  0.117
H38 2.177 -1.421 6.864  0.109
H39 2.404 -3.762 7.630  0.097
H40 2.233 -5.616 5.981  0.098
H41 1.862 -5.103 3.600  0.107
H42 0.765 1.697 4.958  0.106
H43 0.670 4.128 4.547  0.109
H44 1.083 4.972 2.226  0.111
H45 1.510 3.336 0.430  0.117
C29 -3.341 3.830 1.867  -0.120
C30 -2.070 3.369 1.143  -0.587
C31 -2.021 4.026 -0.238  -0.115
C32 -1.866 1.862 1.019  -0.315
H46 -3.409 4.919 1.968  0.054
H47 -3.395 3.389 2.866  0.059
H48 -4.229 3.491 1.322  0.067
H49 -1.246 3.788 1.728  0.074
H50 -2.803 3.598 -0.875  0.073
H51 -1.074 3.831 -0.749  0.050
H52 -2.177 5.111 -0.227  0.061
H53 -2.785 1.460 0.548  -0.005
H54 -1.880 1.447 2.043  -0.021

Cartesian forces (eV/Å) of the 6 atoms listed first:
Ba -2.7 -1.6 2.8
N 0.2 0.2 0.0
C 0.1 0.3 -0.2
C -0.1 0.0 0.1
P -0.4 0.3 0.2
O 0.3 -0.1 0.0

***

4.
C9H5NNdO4 as an isolated structure, computed with ωB97M-V with the def2-TZVPD basis set.

Results
max |F|: 7.6 eV Å⁻¹
total charge: +3
multiplicity: 4
LUMO level (spin up / spin down): -14.6 / -14.4 eV
HOMO-LUMO gap (spin up / spin down): 6.920 / 7.117 eV
HOMO (spin up / spin down): -21.4875 / -21.4889 eV
E: -1261.88004 Eh

Each line ends with the Mulliken spin population.
Geometry (Å):
O1 2.115 2.139 0.827  0.005
C1 0.998 1.864 0.906  -0.006
Nd1 -1.320 1.312 0.960  3.028
O2 3.027 2.782 -3.028  0.000
C2 2.056 2.776 -2.427  0.000
C3 -0.718 3.896 1.240  -0.006
O3 -0.433 5.013 1.390  0.001
C4 -1.429 2.134 -1.346  -0.006
O4 -1.524 2.533 -2.428  0.003
C5 -0.330 -3.403 0.469  -0.001
C6 -1.479 -2.670 0.149  -0.001
C7 -1.361 -1.272 0.041  -0.001
N1 -0.190 -0.632 0.355  -0.011
C8 0.953 -1.360 0.566  0.000
C9 0.909 -2.755 0.660  -0.002
H1 -0.387 -4.484 0.599  0.000
H2 -2.459 -3.150 0.007  0.000
H3 -2.147 -0.641 -0.420  -0.002
H4 1.875 -0.778 0.614  0.000
H5 1.844 -3.304 0.867  0.000

Cartesian forces (eV/Å) of the 6 atoms listed first:
O -5.0 -1.3 0.4
C 7.2 1.5 -0.5
Nd -1.7 -1.8 1.6
O -2.6 0.0 1.6
C 2.6 -0.1 -1.5
C 1.4 6.6 0.9

***

What did the fourth record say?
C9H5NNdO4 as an isolated structure, computed with ωB97M-V with the def2-TZVPD basis set.

Results
max |F|: 7.6 eV Å⁻¹
total charge: +3
multiplicity: 4
LUMO level (spin up / spin down): -14.6 / -14.4 eV
HOMO-LUMO gap (spin up / spin down): 6.920 / 7.117 eV
HOMO (spin up / spin down): -21.4875 / -21.4889 eV
E: -1261.88004 Eh

Each line ends with the Mulliken spin population.
Geometry (Å):
O1 2.115 2.139 0.827  0.005
C1 0.998 1.864 0.906  -0.006
Nd1 -1.320 1.312 0.960  3.028
O2 3.027 2.782 -3.028  0.000
C2 2.056 2.776 -2.427  0.000
C3 -0.718 3.896 1.240  -0.006
O3 -0.433 5.013 1.390  0.001
C4 -1.429 2.134 -1.346  -0.006
O4 -1.524 2.533 -2.428  0.003
C5 -0.330 -3.403 0.469  -0.001
C6 -1.479 -2.670 0.149  -0.001
C7 -1.361 -1.272 0.041  -0.001
N1 -0.190 -0.632 0.355  -0.011
C8 0.953 -1.360 0.566  0.000
C9 0.909 -2.755 0.660  -0.002
H1 -0.387 -4.484 0.599  0.000
H2 -2.459 -3.150 0.007  0.000
H3 -2.147 -0.641 -0.420  -0.002
H4 1.875 -0.778 0.614  0.000
H5 1.844 -3.304 0.867  0.000

Cartesian forces (eV/Å) of the 6 atoms listed first:
O -5.0 -1.3 0.4
C 7.2 1.5 -0.5
Nd -1.7 -1.8 1.6
O -2.6 0.0 1.6
C 2.6 -0.1 -1.5
C 1.4 6.6 0.9